Molecular formula: C18H26BrCuFNOP2
Method: DFT, ωB97M-V/def2-TZVPD

XYZ file:
```
51
Properties=species:S:1:pos:R:3:lowdin_charge:R:1
Cu 0.983 -0.898 0.678 0.153
C 0.115 3.308 -0.947 -0.220
P 0.450 1.956 0.244 0.849
C -0.682 2.351 1.632 -0.211
C 2.018 2.822 0.988 -0.378
C 2.636 1.986 2.086 -0.410
P 2.733 0.200 1.647 0.786
C 3.536 -0.471 3.151 -0.256
C 4.128 0.170 0.470 -0.243
H 0.115 4.266 -0.430 0.054
H -0.845 3.151 -1.430 0.034
H 0.896 3.320 -1.707 0.054
H -0.545 3.391 1.925 0.056
H -0.463 1.706 2.483 0.046
H -1.709 2.193 1.315 0.037
H 1.739 3.808 1.363 0.081
H 2.718 2.948 0.161 0.073
H 2.045 2.072 3.002 0.086
H 3.657 2.320 2.303 0.094
H 4.386 0.154 3.428 0.055
H 3.885 -1.481 2.943 0.020
H 2.826 -0.506 3.975 0.050
H 5.014 0.596 0.941 0.059
H 3.869 0.736 -0.422 0.045
H 4.326 -0.864 0.190 0.038
O -1.533 -6.353 -0.741 0.127
C -1.045 -5.142 -0.524 -0.293
C -1.682 -3.959 -0.921 0.034
C -1.102 -2.747 -0.630 -0.090
N 0.069 -2.623 0.008 -0.041
C 0.690 -3.757 0.351 -0.695
Br 2.383 -3.589 1.176 0.842
C 0.188 -5.018 0.129 -0.019
H -2.381 -6.338 -1.208 0.138
H -2.621 -3.988 -1.453 0.127
H -1.587 -1.829 -0.926 0.101
H 0.728 -5.897 0.441 0.123
F -5.580 1.351 -3.402 0.076
C -4.426 1.212 -2.732 -0.273
C -3.227 1.283 -3.422 0.006
C -2.047 1.085 -2.735 -0.043
C -2.043 0.804 -1.362 -0.322
C -0.798 0.492 -0.661 -0.289
C -3.273 0.782 -0.694 -0.044
C -4.459 0.978 -1.368 0.003
H -3.233 1.475 -4.482 0.123
H -1.110 1.118 -3.268 0.119
H -0.968 -0.091 0.249 0.036
H -0.072 0.018 -1.320 0.064
H -3.294 0.566 0.364 0.113
H -5.408 0.934 -0.859 0.123
```

Expectation value of S²: 0.761
Charge: +1
HOMO energy (spin up / spin down) in eV: -8.9898 / -11.1138
ΔE to the lowest compared entry with this formula, charge and spin in kJ/mol: 159.36
Max |F| in Eh/bohr: 0.0222
Spin multiplicity: 2